Record 1
14
Properties=species:S:1:pos:R:3:forces:R:3:lowdin_charge:R:1 method="wB97M-V/def2-TZVPD" charge=0 multiplicity=1 e_tot_ev=-7358.245 homo_energy_ev=-7.8 smiles="COC1=C(C)C1" e_above_lowest_kcal_mol=92.48
C 0.94599 -1.15040 1.81169 2.321 -1.006 1.510 -0.066
O 1.59776 -0.72452 0.59851 -0.091 0.387 -0.415 -0.084
C 0.84547 -0.04360 -0.29348 -3.361 1.314 -0.121 -0.212
C -0.34034 0.49497 -0.66669 1.650 -1.842 3.054 -0.230
C -1.80247 0.75407 -0.49175 0.255 -2.412 -0.102 -0.056
C 0.74797 0.65549 -1.61360 1.230 -0.425 -2.863 -0.108
H 0.19534 -0.43630 2.12884 -0.342 -0.146 -0.122 0.076
H 1.78442 -1.18608 2.67866 -1.789 0.269 -2.142 0.129
H 0.61784 -2.22341 1.71744 -0.150 1.256 -0.073 0.096
H -2.00048 1.58002 -1.16876 -0.790 0.223 0.497 0.068
H -2.11944 0.80035 0.58680 0.327 0.595 -1.206 0.083
H -2.30425 -0.20831 -0.88034 0.312 1.555 0.285 0.100
H 0.70999 -0.01448 -2.58623 0.325 1.344 1.503 0.111
H 1.12220 1.70219 -1.82110 0.101 -1.111 0.196 0.092

=====

Record 2
16
Properties=species:S:1:pos:R:3:forces:R:3:lowdin_charge:R:1 method="wB97M-V/def2-TZVPD" charge=0 multiplicity=1 e_tot_ev=-7392.469 homo_energy_ev=-9.9 smiles=C#CCCC.O e_above_lowest_kcal_mol=52.97
C -3.09473 2.01798 0.47710 0.324 -1.174 -0.937 0.111
C -2.99344 0.84528 0.15729 0.496 2.574 1.138 -0.161
C -2.53124 -0.50931 0.03986 0.677 -2.071 -0.268 -0.240
C -1.11426 -0.78123 0.68496 -0.695 0.986 0.778 -0.258
C 0.00000 0.00000 0.00000 0.213 -0.303 -0.390 -0.129
H -3.02195 3.08850 0.56982 -0.389 -0.519 0.145 0.019
H -2.42360 -0.79989 -1.02289 -0.364 0.136 0.329 0.113
H -3.26439 -1.19663 0.50411 0.278 0.242 -0.305 0.114
H -0.85019 -1.85619 0.69811 -0.488 0.474 -0.187 0.107
H -1.18756 -0.43978 1.73543 0.081 -0.350 -0.316 0.108
H -0.07059 -0.22863 -1.07673 0.333 0.241 0.225 0.074
H 0.97297 -0.36133 0.37334 -0.283 0.256 -0.229 0.071
H -0.04260 1.09439 0.13080 -0.189 -0.510 0.030 0.073
O -3.89814 5.06266 2.85540 -0.139 0.335 -1.219 -0.092
H -3.23276 5.44456 2.23924 -0.747 -0.360 0.664 0.043
H -4.73108 5.03105 2.33245 0.892 0.045 0.542 0.048